# 1
Below is C30H59BrCrN6PSi as an isolated structure, with properties calculated with ωB97M-V/def2-TZVPD.

Properties
Total energy, eV: -156636.3202
<S²>: 6.045
Net charge: +1
Molar mass, g mol⁻¹: 694.80
LUMO energy (alpha / beta), Eh: -0.1204 / -0.1259
2S+1: 5
ΔE to the lowest compared entry with this formula, charge and spin, eV: 0.157
HOMO energy (alpha / beta), eV: -9.6 / -10.9

Positions of all 99 atoms, in Å:
Cr  -0.405  0.626  0.175
N  2.760  2.468  2.475
C  2.393  2.167  1.228
N  1.352  1.355  1.272
C  1.126  1.203  2.609
N  1.957  1.865  3.378
C  0.019  0.364  3.088
C  -0.267  0.206  4.433
N  -1.262  -0.587  4.819
C  -1.973  -1.182  3.864
C  -1.712  -0.997  2.507
N  -0.704  -0.218  2.127
H  3.520  3.057  2.777
H  2.891  2.531  0.346
H  0.313  0.711  5.193
H  -2.796  -1.815  4.170
H  -2.311  -1.461  1.734
C  -1.340  4.753  -1.783
C  -2.383  3.774  -2.347
C  -3.532  4.602  -2.933
C  -1.686  3.021  -3.496
P  -2.854  2.566  -0.993
N  -1.687  1.538  -0.789
C  -4.401  1.615  -1.481
C  -4.185  1.050  -2.896
C  -4.565  0.386  -0.565
C  -5.722  2.392  -1.479
C  -3.200  3.529  0.594
C  -4.152  4.724  0.483
C  -3.787  2.546  1.622
C  -1.872  4.021  1.204
H  -0.934  5.325  -2.619
H  -0.512  4.235  -1.297
H  -1.765  5.469  -1.083
H  -3.108  5.321  -3.638
H  -4.081  5.172  -2.185
H  -4.241  3.992  -3.488
H  -1.140  3.755  -4.091
H  -2.390  2.528  -4.161
H  -0.982  2.276  -3.124
H  -3.243  0.507  -2.980
H  -4.218  1.815  -3.667
H  -4.999  0.352  -3.100
H  -3.608  -0.108  -0.386
H  -5.223  -0.323  -1.070
H  -5.025  0.630  0.388
H  -5.697  3.278  -2.110
H  -6.034  2.689  -0.479
H  -6.502  1.739  -1.876
H  -5.119  4.463  0.059
H  -3.728  5.535  -0.106
H  -4.338  5.121  1.485
H  -4.806  2.246  1.391
H  -3.808  3.041  2.594
H  -3.176  1.644  1.714
H  -1.522  4.952  0.765
H  -1.074  3.280  1.098
H  -2.031  4.206  2.268
C  2.093  -4.465  -2.551
C  2.538  -4.634  -1.088
C  3.833  -5.470  -1.084
C  1.442  -5.463  -0.402
Si  2.825  -2.969  -0.184
Br  1.045  -1.660  -0.792
C  2.720  -3.072  1.730
C  3.588  -4.225  2.270
C  3.210  -1.763  2.366
C  1.284  -3.281  2.242
C  4.350  -1.978  -0.813
C  4.457  -2.059  -2.345
C  4.293  -0.480  -0.466
C  5.650  -2.547  -0.215
H  2.015  -5.463  -2.988
H  2.789  -3.896  -3.163
H  1.112  -3.996  -2.632
H  3.612  -6.452  -1.512
H  4.238  -5.639  -0.087
H  4.616  -5.026  -1.696
H  1.265  -6.357  -1.005
H  0.494  -4.924  -0.336
H  1.720  -5.798  0.597
H  4.633  -4.151  1.977
H  3.221  -5.205  1.964
H  3.561  -4.199  3.364
H  4.271  -1.580  2.205
H  3.051  -1.822  3.447
H  2.657  -0.897  1.992
H  0.843  -4.223  1.934
H  0.621  -2.477  1.912
H  1.310  -3.278  3.336
H  3.565  -1.682  -2.848
H  4.649  -3.068  -2.702
H  5.299  -1.439  -2.664
H  3.404  0.003  -0.874
H  5.165  0.001  -0.916
H  4.328  -0.286  0.606
H  5.793  -3.604  -0.434
H  5.707  -2.416  0.865
H  6.501  -2.013  -0.648

---

# 2
Below is C11H29CeI2OP2Si as an isolated structure at a distorted geometry, with properties calculated with ωB97M-V/def2-TZVPD.

Properties
Total energy, eV: -69494.9881
<S²>: 0.752
Net charge: +2
Molar mass, g mol⁻¹: 661.31
LUMO energy (alpha / beta), Eh: -0.2857 / -0.2836
2S+1: 2
ΔE to the lowest compared entry with this formula, charge and spin, eV: 0.239
HOMO energy (alpha / beta), eV: -14.2 / -14.2

Positions of all 47 atoms, in Å:
I  0.549  -2.854  -3.952
I  -1.026  -4.611  -2.518
Ce  0.802  1.300  -0.298
P  2.146  -0.862  1.049
C  2.663  -2.482  0.408
C  3.805  -0.052  1.140
H  4.469  -0.653  1.773
H  2.897  -1.799  3.187
H  3.732  0.982  1.509
H  1.512  -0.662  3.420
H  2.940  -2.371  -0.649
H  4.249  -0.031  0.139
C  1.942  -1.434  2.772
H  3.532  -2.836  0.997
H  1.260  -2.291  2.756
H  1.822  -3.177  0.522
P  -1.987  1.192  -0.914
C  -2.804  0.311  -2.285
C  -3.452  1.246  0.174
H  -1.447  3.598  -0.955
H  -3.010  3.213  -1.761
H  -1.480  2.909  -2.600
C  -1.972  2.894  -1.619
H  -3.192  1.628  1.170
H  -4.254  1.858  -0.270
H  -3.707  0.871  -2.585
H  -3.083  -0.690  -1.931
H  -3.838  0.227  0.286
H  -2.108  0.246  -3.132
C  -0.159  -0.865  -0.570
O  -0.495  -1.932  -0.919
C  1.958  2.073  3.919
Si  0.888  2.874  2.595
C  -0.039  4.153  3.591
C  1.895  3.939  1.397
C  -0.158  1.603  1.758
H  2.585  2.843  4.398
H  2.622  1.284  3.554
H  1.308  1.646  4.695
H  0.676  4.860  4.028
H  -0.738  4.720  2.977
H  -0.576  3.678  4.412
H  2.603  3.408  0.744
H  1.264  4.585  0.771
H  2.500  4.618  2.015
H  -0.053  0.574  2.186
H  -1.232  1.850  1.736

---

# 3
Below is a 2-piece molecular cluster, C2H10N2 overall at a distorted geometry, with properties calculated with ωB97M-V/def2-TZVPD.

Properties
Total energy, eV: -5215.6838
SMILES: NCN.C
Molar mass, g mol⁻¹: 62.12
LUMO energy, Eh: 0.0338
ΔE to the lowest compared entry with this formula, charge and spin, eV: 0.668
HOMO energy, eV: -8.6

Positions of all 14 atoms, in Å:
C  1.924  -2.646  -2.686
H  0.976  -2.435  -2.201
H  2.355  -1.719  -3.081
H  2.666  -2.988  -1.976
H  1.888  -3.340  -3.525
N  -1.528  1.146  2.557
C  -1.400  1.874  1.332
N  -0.057  1.626  0.777
H  -2.359  1.137  3.113
H  -0.857  0.432  2.778
H  -1.547  2.934  1.545
H  -2.161  1.638  0.568
H  0.195  0.678  1.030
H  -0.094  1.664  -0.230